Density functional theory data (wB97M-V/def2-TZVPD) for a structure of composition C28H21NO8PW.

Each line ends with the Mulliken charge.
CARTESIAN COORDINATES (ANGSTROEM)
W (-0.2741, -0.3764, -1.0575)  1.066
O (3.4002, 2.6970, 3.8598)  -0.713
C (2.2754, 3.0213, 3.4838)  0.373
O (1.6282, 4.0863, 3.5286)  -0.732
C (1.5124, 1.9180, 2.7074)  0.330
C (0.1455, 2.0162, 2.4892)  -0.627
C (-0.4660, 1.1723, 1.5884)  -0.494
N (0.2456, 0.2799, 0.8808)  0.598
C (1.5556, 0.1034, 1.1790)  0.661
C (2.2126, 0.8697, 2.1040)  -0.652
C (2.2093, -0.9330, 0.3321)  0.223
O (3.2792, -1.4165, 0.4675)  -0.527
O (1.3606, -1.2849, -0.7114)  -0.399
H (-0.4042, 2.8088, 2.9795)  0.545
H (-1.5228, 1.2379, 1.3606)  0.593
H (3.2633, 0.7295, 2.3250)  0.622
C (-3.5392, -1.6709, -1.8662)  -1.182
P (-1.9721, -2.0811, -1.0669)  0.650
C (-0.7751, -2.6763, -2.2845)  0.435
C (-0.3538, -1.6662, -3.1813)  -0.611
C (0.7886, -1.8493, -3.9644)  -0.793
C (1.5385, -2.9981, -3.8060)  -0.553
C (1.1423, -3.9788, -2.8956)  -0.687
C (0.0024, -3.8221, -2.1273)  -0.527
C (-2.2124, -3.2642, 0.2435)  0.614
C (-1.5403, -3.0802, 1.4509)  -0.199
C (-1.6842, -4.0145, 2.4649)  -0.716
C (-2.4926, -5.1249, 2.2701)  -0.497
C (-3.1616, -5.3111, 1.0654)  -0.726
C (-3.0257, -4.3830, 0.0481)  -0.531
H (-4.0499, -2.5838, -2.1696)  0.442
H (-3.3658, -1.0422, -2.7379)  0.410
H (-4.1575, -1.1268, -1.1528)  0.400
H (-1.0059, -0.8053, -3.3816)  0.604
H (1.0814, -1.0909, -4.6779)  0.485
H (2.4407, -3.1376, -4.3853)  0.436
H (1.7430, -4.8713, -2.7807)  0.432
H (-0.2775, -4.5708, -1.3972)  0.507
H (-0.9183, -2.2054, 1.6004)  0.321
H (-1.1695, -3.8731, 3.4053)  0.445
H (-2.6053, -5.8525, 3.0626)  0.404
H (-3.7905, -6.1789, 0.9219)  0.422
H (-3.5469, -4.5354, -0.8891)  0.314
O (-2.3777, 3.0171, -1.3560)  -0.485
C (-1.2711, 2.6386, -1.2220)  0.331
O (-1.0654, 1.1860, -1.4720)  -0.435
C (-0.0620, 3.2887, -0.7544)  0.257
C (1.2069, 2.7447, -0.9451)  -0.287
C (2.3402, 3.3475, -0.4074)  -1.344
C (2.1400, 4.4904, 0.3388)  1.124
O (3.0560, 5.2356, 0.9490)  -0.507
C (2.3398, 6.2470, 1.6946)  -0.386
O (0.9778, 6.1819, 1.2391)  -0.506
C (0.8694, 5.0547, 0.5155)  1.204
C (-0.2464, 4.4912, -0.0296)  -1.558
H (1.3413, 1.8677, -1.5740)  0.785
H (3.3326, 2.9479, -0.5597)  0.488
H (2.7524, 7.2203, 1.4436)  0.274
H (2.3838, 5.9905, 2.7505)  0.367
H (-1.2314, 4.9154, 0.1030)  0.516

Atomic forces in eV per Å
W 0.0 -0.1 0.0
O 0.0 0.0 0.0
C 0.0 0.0 0.0
O 0.0 0.0 0.0
C 0.0 0.0 0.0
C 0.0 0.0 0.0
C 0.0 0.0 0.0
N 0.0 0.0 0.0
C 0.0 0.0 0.0
C 0.0 0.0 0.0
C 0.0 0.0 0.0
O 0.0 0.0 0.0
O 0.0 0.0 0.0
H 0.0 0.0 0.0
H 0.0 0.0 0.0
H 0.0 0.0 0.0
C 0.0 0.0 0.0
P 0.0 0.0 0.0
C 0.0 0.0 0.0
C 0.0 0.0 0.0
C 0.0 0.0 0.0
C 0.0 0.0 0.0
C 0.0 0.0 0.0
C 0.0 0.0 0.0
C 0.0 0.0 0.0
C 0.0 0.0 0.0
C 0.0 0.0 0.0
C 0.0 0.0 0.0
C 0.0 0.0 0.0
C 0.0 0.0 0.0
H 0.0 0.0 0.0
H 0.0 0.0 0.0
H 0.0 0.0 0.0
H 0.0 0.0 0.0
H 0.0 0.0 0.0
H 0.0 0.0 0.0
H 0.0 0.0 0.0
H 0.0 0.0 0.0
H 0.0 0.0 0.0
H 0.0 0.0 0.0
H 0.0 0.0 0.0
H 0.0 0.0 0.0
H 0.0 0.0 0.0
O 0.0 0.0 0.0
C 0.0 0.0 0.0
O 0.1 0.0 0.0
C 0.0 0.0 0.0
C 0.0 0.0 0.0
C 0.0 0.0 0.0
C 0.0 0.0 0.0
O 0.0 0.0 0.0
C 0.0 0.0 0.0
O 0.0 0.0 0.0
C 0.0 0.0 0.0
C 0.0 0.0 0.0
H 0.0 0.0 0.0
H 0.0 0.0 0.0
H 0.0 0.0 0.0
H 0.0 0.0 0.0
H 0.0 0.0 0.0

The LUMO energy comes out at -0.1805 Ha. The value obtained for the HOMO energy is -0.392 Eh. The charge is +1. The frontier orbital gap is 5.76 eV.



Density functional theory data (wB97M-V/def2-TZVPD) for a cluster of 2 separate species, C28H22BF7O2S in total at a distorted geometry.

Each line ends with the Mulliken charge.
CARTESIAN COORDINATES (ANGSTROEM)
C (1.9761, 1.5024, -4.6206)  -1.274
C (1.0646, 1.2683, -3.4817)  0.664
C (-0.2491, 1.6843, -3.3388)  -1.085
C (-0.8595, 1.2028, -2.1505)  -0.261
C (0.0119, 0.4923, -1.3320)  0.948
C (-0.3342, -0.3946, -0.2409)  0.604
C (0.5456, -1.4126, 0.1890)  -1.099
C (0.2620, -2.1402, 1.3349)  0.379
C (1.2590, -3.1409, 1.8607)  0.758
F (1.4283, -3.0034, 3.2200)  -0.266
F (0.8837, -4.4370, 1.6387)  -0.282
F (2.4977, -2.9797, 1.2939)  -0.256
C (-0.9139, -1.9295, 2.0577)  -1.447
C (-1.8128, -0.9784, 1.5886)  -0.178
C (-3.0194, -0.6027, 2.3962)  0.825
F (-2.7169, 0.4328, 3.2547)  -0.257
F (-4.0500, -0.1578, 1.6090)  -0.277
F (-3.4995, -1.6212, 3.1569)  -0.289
C (-1.5790, -0.2813, 0.4123)  -0.576
S (1.5788, 0.3690, -2.1046)  -0.223
H (1.4109, 1.8583, -5.4847)  0.386
H (2.7271, 2.2566, -4.3579)  0.232
H (2.4974, 0.5777, -4.8948)  0.332
H (-0.7585, 2.2949, -4.0830)  0.403
H (-1.9031, 1.3560, -1.8984)  0.512
H (1.4647, -1.6035, -0.3612)  0.595
H (-1.1207, -2.4897, 2.9609)  0.527
H (-2.3510, 0.3849, 0.0239)  0.684
F (-4.1535, 5.0783, 0.1273)  -0.352
C (-2.8334, 4.7208, 0.2143)  0.205
C (-1.8626, 5.7131, 0.1535)  -0.958
C (-0.5259, 5.3216, 0.1405)  -1.088
C (-0.1459, 3.9679, 0.2170)  0.820
C (1.3101, 3.6383, 0.4008)  -0.360
B (2.4454, 4.7225, -0.2387)  0.692
O (3.7971, 4.4584, -0.1587)  -0.507
C (4.4115, 5.2195, -1.2322)  -0.376
C (3.2871, 6.0375, -1.8766)  -0.383
O (2.0795, 5.6877, -1.1558)  -0.474
C (1.6968, 2.2887, 0.9441)  0.443
C (2.9088, 1.6815, 0.6011)  0.218
C (3.3688, 0.5645, 1.2952)  -1.180
C (2.6453, 0.0647, 2.3784)  -0.293
C (1.4338, 0.6538, 2.7352)  -0.864
C (0.9666, 1.7509, 2.0201)  -0.334
C (-1.1668, 3.0215, 0.3512)  1.389
C (-2.5154, 3.3737, 0.3675)  -0.924
H (-2.1371, 6.7637, 0.1034)  0.438
H (0.2432, 6.0873, 0.0999)  0.410
H (1.5943, 4.3183, 1.2777)  0.034
H (5.1901, 5.8678, -0.8164)  0.269
H (4.8658, 4.5248, -1.9498)  0.263
H (3.4734, 7.1146, -1.7824)  0.313
H (3.1565, 5.7842, -2.9380)  0.231
H (3.5068, 2.1178, -0.1966)  0.542
H (4.2974, 0.0749, 0.9937)  0.382
H (3.0156, -0.7889, 2.9433)  0.518
H (0.8434, 0.2732, 3.5714)  0.446
H (0.0436, 2.2312, 2.3452)  0.563
H (-0.8907, 1.9743, 0.4674)  -0.646
H (-3.2950, 2.6233, 0.4924)  0.487

Atomic forces in eV per Å
C 0.4 0.2 -0.2
C -1.3 0.1 0.7
C 0.6 -0.3 -0.1
C 0.8 -0.2 0.6
C -0.3 -0.2 -2.0
C -0.3 -0.8 0.7
C -0.2 0.5 0.1
C -0.2 -0.1 0.0
C 0.7 -0.4 0.3
F -0.2 -0.2 -1.2
F 0.3 1.0 0.2
F -1.1 -0.3 0.5
C 0.2 0.2 -0.1
C 0.0 -0.3 -0.2
C -0.8 0.4 0.5
F -0.3 -0.9 -0.7
F 0.8 -0.4 0.7
F 0.4 0.7 -0.5
C 0.6 0.2 -0.1
S -0.7 0.2 -0.1
H 0.1 0.0 0.1
H 0.0 -0.1 -0.2
H -0.1 0.2 0.0
H 0.1 -0.2 0.2
H 0.2 0.0 -0.1
H -0.2 0.1 0.2
H 0.1 0.1 0.0
H 0.3 -0.1 0.2
F 0.7 -0.1 0.2
C -0.4 -0.2 0.1
C 0.1 -0.4 -0.2
C -0.3 -0.3 0.1
C -0.5 0.6 0.3
C 1.7 2.9 0.6
B -1.5 -3.1 -1.6
O -0.3 0.8 -0.5
C 0.3 -0.1 0.3
C -0.3 0.3 0.0
O 0.9 0.0 0.2
C 0.6 0.0 0.5
C -0.2 0.0 0.0
C -0.1 -0.2 0.1
C 0.0 -0.1 0.0
C 0.0 0.1 -0.2
C 0.2 0.0 0.1
C 0.2 -0.1 -0.1
C 0.2 0.6 -0.3
H 0.0 -0.2 0.0
H -0.2 -0.1 0.0
H -0.7 -0.6 0.5
H -0.1 -0.2 0.0
H -0.1 0.1 0.3
H -0.2 -0.2 -0.1
H -0.1 0.1 0.3
H -0.2 -0.2 0.2
H -0.2 0.2 0.1
H 0.0 0.2 -0.2
H 0.3 0.1 -0.2
H 0.3 -0.1 -0.1
H -0.2 0.6 0.0
H 0.1 0.2 -0.1

The LUMO energy comes out at -0.0058 Ha. The value obtained for the HOMO energy is -0.298 Eh. The frontier orbital gap is 7.96 eV. The structure (SMILES) is Cc1ccc(-c2cc(C(F)(F)F)cc(C(F)(F)F)c2)s1.Fc1ccc([C@H](B2OCCO2)c2ccccc2)cc1.



Density functional theory data (wB97M-V/def2-TZVPD) for a structure of composition C28H22BrN3O2RhS at a distorted geometry.

Each line ends with the Mulliken charge.
CARTESIAN COORDINATES (ANGSTROEM)
Rh (-0.3857, -0.8079, -0.7991)  0.467
Br (-4.2255, 4.6438, 1.8419)  -0.119
C (-3.6301, 3.0409, 1.0200)  -0.301
C (-4.1318, 2.7122, -0.2458)  -0.456
C (-3.7100, 1.5653, -0.8590)  -0.568
C (-2.7442, 0.7087, -0.2684)  0.528
O (-2.3649, -0.3326, -0.9059)  -0.951
C (-2.2105, 1.0826, 1.0350)  0.053
C (-1.2075, 0.3299, 1.6908)  0.432
N (-0.6628, -0.7659, 1.1744)  0.234
C (-0.0311, -1.7421, 1.8931)  0.231
C (0.0825, -1.7764, 3.2852)  -0.837
C (0.7385, -2.8237, 3.9266)  -1.054
C (1.2871, -3.8703, 3.2212)  -0.968
C (1.1590, -3.9157, 1.8200)  1.199
C (1.6715, -4.9569, 1.0181)  -0.642
C (1.4972, -4.9202, -0.3442)  -0.865
C (0.7842, -3.8591, -0.9039)  -0.430
N (0.3141, -2.8689, -0.1752)  -0.248
C (0.4924, -2.8522, 1.1580)  1.096
C (-2.7080, 2.2407, 1.6536)  -0.616
H (-4.8310, 3.3744, -0.7289)  0.488
H (-4.0976, 1.2811, -1.8253)  0.477
H (-0.8692, 0.7055, 2.6549)  0.419
H (-0.3440, -0.9866, 3.8813)  0.353
H (0.8143, -2.8123, 5.0033)  0.412
H (1.8039, -4.6706, 3.7311)  0.442
H (2.1932, -5.7822, 1.4838)  0.463
H (1.8871, -5.6989, -0.9794)  0.449
H (0.5770, -3.8173, -1.9633)  0.569
H (-2.3431, 2.5088, 2.6349)  0.458
O (0.0725, -1.2469, -3.0378)  -0.501
C (1.4528, -1.1392, -3.3582)  -0.723
C (2.2969, -1.1678, -2.1089)  0.775
C (3.5671, -1.7256, -2.1080)  -0.984
C (4.3317, -1.6737, -0.9536)  -0.412
C (3.8004, -1.0558, 0.1708)  -1.105
C (2.5232, -0.5373, 0.0947)  -0.079
N (1.7800, -0.6006, -1.0118)  0.527
H (-0.4456, -0.6943, -3.6362)  0.324
H (1.6581, -0.1958, -3.8784)  0.413
H (1.7361, -1.9674, -4.0230)  0.423
H (3.9516, -2.1866, -3.0030)  0.490
H (5.3267, -2.0922, -0.9345)  0.458
H (4.3686, -0.9709, 1.0826)  0.485
H (2.0713, -0.0359, 0.9404)  0.452
S (-0.3292, 1.7676, -2.1180)  -0.329
C (-0.7969, 3.2029, -1.2913)  0.626
C (-0.3485, 3.4677, 0.0103)  -0.326
C (-0.6634, 4.6669, 0.6144)  -0.727
C (-1.4527, 5.6001, -0.0493)  -0.566
C (-1.9127, 5.3377, -1.3351)  -0.586
C (-1.5835, 4.1549, -1.9567)  -0.581
H (0.2578, 2.7316, 0.5172)  0.478
H (-0.2923, 4.8872, 1.6050)  0.429
H (-1.7145, 6.5268, 0.4372)  0.476
H (-2.5240, 6.0674, -1.8448)  0.408
H (-1.9364, 3.9449, -2.9526)  0.438

Atomic forces in eV per Å
Rh 0.9 1.6 -1.9
Br 0.0 -0.2 0.0
C 0.4 0.0 0.9
C 0.3 -0.5 0.0
C -0.2 -0.3 0.1
C 0.2 0.4 0.8
O 0.1 -1.2 -0.4
C 0.4 -0.6 -0.7
C -0.7 -0.1 -0.7
N -0.2 2.0 -0.8
C 0.9 -1.2 1.5
C -0.2 0.4 -1.1
C 0.4 -0.7 -0.1
C -0.1 0.2 0.3
C -0.1 0.4 -0.1
C 0.0 0.0 -0.4
C 0.1 -0.2 0.5
C -0.3 0.4 0.0
N -0.8 0.8 -0.9
C 0.1 -0.1 0.8
C -0.6 1.0 -0.1
H -0.1 0.0 -0.1
H 0.1 0.0 -0.1
H -0.3 -0.4 0.2
H -0.1 0.1 0.1
H 0.0 0.0 0.1
H 0.0 0.0 0.0
H 0.0 0.0 0.0
H 0.0 -0.1 -0.1
H 0.0 0.0 -0.1
H 0.0 0.1 0.1
O -0.5 0.1 0.9
C 0.5 0.0 -0.3
C 0.0 0.0 0.0
C 0.0 0.2 0.0
C -0.2 0.2 0.1
C 0.1 0.1 -0.2
C 0.1 0.2 0.1
N -0.5 -1.0 0.4
H -0.1 0.1 0.1
H -0.1 -0.1 0.1
H -0.1 0.2 0.2
H 0.0 -0.1 -0.1
H 0.0 -0.1 0.0
H 0.0 0.0 0.1
H -0.1 -0.1 0.1
S 0.5 -2.3 0.1
C -0.1 0.5 0.7
C 0.0 0.2 -0.5
C -0.2 0.3 0.0
C 0.1 -0.1 0.0
C 0.1 0.3 0.3
C 0.1 -0.5 0.2
H 0.1 0.0 0.0
H 0.0 0.0 0.1
H 0.0 0.1 0.0
H 0.0 0.0 -0.1
H -0.1 -0.1 -0.2

The LUMO energy (spin up / spin down) comes out at -0.1587 / -0.1586 Ha. The value obtained for the HOMO energy (spin up / spin down) is -0.364 / -0.364 Eh. The charge is +1. The frontier orbital gap (spin up / spin down) is 5.60 / 5.60 eV.



Density functional theory data (wB97M-V/def2-TZVPD) for a structure of composition C28H22MoO5S5Sb.

Each line ends with the Mulliken charge.
CARTESIAN COORDINATES (ANGSTROEM)
Mo (-0.8141, 0.3061, 1.0303)  0.098
S (-0.3733, -1.5256, 2.4250)  0.034
C (-1.8793, -1.8343, 3.2760)  0.318
C (-2.0030, -2.9756, 4.0721)  -0.715
C (-3.1761, -3.2353, 4.7628)  -0.525
C (-4.2463, -2.3501, 4.6668)  -0.448
C (-4.1319, -1.2136, 3.8827)  -0.600
C (-2.9555, -0.9439, 3.1791)  0.534
S (-2.8071, 0.5099, 2.2089)  -0.282
H (-1.1616, -3.6563, 4.1372)  0.416
H (-3.2571, -4.1272, 5.3740)  0.323
H (-5.1683, -2.5480, 5.2024)  0.320
H (-4.9558, -0.5130, 3.7988)  0.378
O (0.6522, -2.7651, -0.6359)  -0.589
C (1.8974, -2.0928, -0.6370)  2.805
C (1.7222, -0.5839, -1.0113)  -1.053
O (2.4478, -0.0862, -1.8552)  -0.671
O (0.8532, 0.0567, -0.3135)  0.778
C (2.5432, -2.1808, 0.7505)  -0.696
C (3.1018, -1.0821, 1.3909)  0.305
C (3.6558, -1.2126, 2.6600)  -0.938
C (3.6642, -2.4450, 3.2915)  -0.300
C (3.1172, -3.5528, 2.6504)  -0.926
C (2.5598, -3.4176, 1.3907)  -0.003
C (2.7764, -2.7838, -1.6672)  -0.548
C (4.1437, -2.5314, -1.7112)  -0.237
C (4.9455, -3.1508, -2.6563)  -0.884
C (4.3951, -4.0371, -3.5735)  -0.352
C (3.0319, -4.2921, -3.5371)  -0.757
C (2.2280, -3.6674, -2.5902)  -0.297
H (-0.0116, -2.2025, -0.2018)  0.238
H (3.0964, -0.1058, 0.9202)  0.303
H (4.0584, -0.3374, 3.1547)  0.462
H (4.0824, -2.5434, 4.2867)  0.376
H (3.1111, -4.5185, 3.1430)  0.361
H (2.1015, -4.2666, 0.8974)  0.448
H (4.5759, -1.8334, -1.0055)  0.404
H (6.0076, -2.9360, -2.6819)  0.356
H (5.0236, -4.5217, -4.3120)  0.365
H (2.5871, -4.9773, -4.2500)  0.382
H (1.1635, -3.8549, -2.5574)  0.431
S (3.7532, 3.4973, 1.8002)  -0.674
Sb (2.0135, 2.8616, 0.4495)  0.681
S (0.2400, 2.0258, 2.0432)  -0.383
S (1.0105, 4.4915, -0.7914)  -0.679
C (-1.7746, 2.7404, -2.5471)  -1.776
C (-1.6927, 1.4658, -1.7507)  1.192
O (-1.3993, 1.5932, -0.5599)  -0.253
C (-1.9597, 0.1890, -2.3795)  0.243
C (-2.2644, 0.1179, -3.7501)  -0.734
C (-2.5528, -1.0709, -4.3725)  -0.816
C (-2.5479, -2.2511, -3.6144)  -0.415
C (-2.2564, -2.2222, -2.2765)  -0.638
C (-1.9421, -1.0097, -1.6127)  0.259
O (-1.6525, -1.0577, -0.3534)  -0.285
H (-1.6318, 3.5737, -1.8661)  0.331
H (-2.7215, 2.8242, -3.0831)  0.461
H (-0.9588, 2.7575, -3.2735)  0.366
H (-2.2577, 1.0301, -4.3324)  0.349
H (-2.7701, -1.0960, -5.4325)  0.363
H (-2.7656, -3.1994, -4.0930)  0.374
H (-2.2248, -3.1269, -1.6818)  0.421

Atomic forces in eV per Å
Mo 0.2 -0.6 -0.1
S 0.0 0.1 0.0
C -0.1 0.0 0.0
C -0.1 0.0 0.0
C 0.1 0.0 0.0
C 0.0 0.0 0.0
C 0.0 0.0 0.0
C 0.1 -0.1 0.1
S -0.2 0.1 0.0
H 0.0 0.0 0.0
H 0.0 0.0 0.0
H 0.0 0.0 0.0
H 0.0 0.0 0.0
O -0.1 0.0 -0.1
C 0.0 0.1 0.0
C 0.1 0.0 0.2
O 0.0 0.1 -0.1
O -0.1 0.0 -0.2
C 0.0 0.0 0.0
C 0.0 0.0 0.0
C 0.0 0.0 0.0
C 0.0 0.0 0.0
C 0.0 0.1 0.0
C 0.0 0.0 0.0
C 0.0 -0.1 0.0
C 0.0 0.0 0.0
C 0.0 0.0 0.0
C -0.1 0.0 0.0
C 0.0 0.0 0.0
C 0.0 0.0 0.0
H 0.0 0.0 0.0
H 0.0 0.0 0.0
H 0.0 0.0 0.0
H 0.0 0.0 0.0
H 0.0 0.0 0.0
H 0.0 0.0 0.0
H 0.0 0.0 0.0
H 0.0 0.0 0.0
H 0.0 0.0 0.0
H 0.0 0.0 0.0
H 0.0 0.0 0.0
S -0.1 -0.1 0.0
Sb 0.0 0.0 0.0
S 0.1 0.2 0.1
S 0.0 0.1 0.0
C 0.0 0.0 0.0
C 0.0 0.3 -0.2
O -0.1 -0.1 0.1
C 0.0 -0.3 0.1
C 0.0 0.1 0.0
C 0.0 0.0 -0.1
C 0.0 0.0 0.1
C 0.0 -0.1 0.0
C 0.1 0.2 0.0
O 0.0 0.1 0.1
H 0.0 0.0 0.0
H 0.0 0.0 0.0
H 0.0 0.0 0.0
H 0.0 0.0 0.0
H 0.0 0.0 0.0
H 0.0 0.0 0.0
H 0.0 0.0 0.0

The LUMO energy (spin up / spin down) comes out at 0.1569 / 0.1384 Ha. The spin multiplicity is 2. The value obtained for the HOMO energy (spin up / spin down) is -0.063 / -0.085 Eh. The charge is -2. The frontier orbital gap (spin up / spin down) is 5.97 / 6.07 eV.